The following is a DFT calculation (ωB97M-V with the def2-TZVPD basis set) of C48H62AsN4O2PPtSi as an isolated structure.

The molar mass comes out at 1056.110 g mol⁻¹. The frontier orbital gap (spin up / spin down) is 5.40 / 6.83 eV. The HOMO energy (spin up / spin down) comes out at -4.9 / -7.4 eV. As for the expectation value of S²: 6.070.

The geometry in ORCA input format:
```
! wB97M-V def2-TZVPD RIJCOSX def2/J DEFGRID3
* xyz 0 5
Pt 0.57957 -0.63320 0.57146
As -1.40501 2.16732 -3.61164
P -1.20113 -4.14586 1.25707
Si -0.35244 1.09140 1.86970
O 13.33477 1.57928 0.45664
O -0.28130 -2.97864 1.42005
N 2.30016 -1.03458 1.67412
N 7.13426 0.04890 1.48406
N 7.00457 0.83869 -0.58475
N 2.14832 0.01782 -0.77729
C -2.00596 2.71206 0.12795
C 4.69069 -0.59226 1.83318
C -2.53135 1.54646 3.63666
C 2.36117 -1.60895 2.89153
C -1.45030 -1.24260 -1.69953
C -2.67914 -0.95120 -2.35351
C -0.96356 4.73438 -6.31370
C -1.52924 1.52385 -5.45776
C 4.35873 0.94862 -2.17627
C -1.27904 -3.23708 -3.10142
C 3.51543 -1.68799 3.62416
C -2.81103 -3.76626 0.55194
C -2.92030 -0.19908 1.89551
C 11.99829 1.35088 0.38094
C -1.87399 0.42434 2.82198
C -2.65641 6.33987 -6.90037
C -0.62904 3.97293 -3.94177
C 4.51942 0.48049 -0.88961
C 9.24921 0.85230 0.43566
C -1.38936 -0.66089 3.79369
C -0.62411 3.90430 1.82472
C -0.94499 -0.43670 -0.67578
C -0.75824 -2.41403 -2.12451
C -0.51046 -5.42798 0.19737
C 3.38242 -0.00540 -0.18454
C 2.01883 0.45512 -2.02878
C -1.55116 -4.94453 2.83563
C 3.08895 0.92595 -2.76448
C -2.50305 -2.94500 -3.70282
C 0.97616 1.51990 3.13532
C -1.62512 5.48867 -7.27130
C 4.71400 -1.15873 3.08965
C 5.76096 0.43491 -0.16532
C -2.35019 5.67697 -4.60840
C 9.99938 0.84596 1.61294
C 5.81462 -0.06097 1.11506
C -3.01424 6.43291 -5.56286
C 0.44959 2.87465 -0.15982
C 7.80659 0.59344 0.42378
C -3.19001 -1.79152 -3.32073
C -0.67008 2.69635 0.87257
C 14.02079 1.85932 -0.74933
C -1.31714 4.81184 -4.96710
C 11.26294 1.36924 -0.79980
C 3.46247 -0.52860 1.11884
C -3.29126 2.67675 -3.44004
C 11.35684 1.08853 1.59005
C 9.89922 1.11936 -0.76222
H 1.01149 0.43807 -2.43176
H -2.06484 2.22444 -6.09817
H 13.94875 1.02398 -1.45034
H 13.63595 2.76550 -1.22378
H -2.05874 3.61535 -0.49408
H 7.54221 -0.27093 2.34351
H 0.41314 3.79346 -4.21272
H -3.20147 -0.04843 -2.06129
H -4.13430 -1.54839 -3.79407
H 11.94273 1.09000 2.49923
H 1.44731 2.74730 0.27015
H -0.69148 -0.26461 4.53482
H -2.98642 2.30425 2.99663
H -3.75121 -0.59585 2.49304
H -2.63276 5.75930 -3.56481
H 15.06101 2.01056 -0.47599
H -2.24845 -1.07098 4.33913
H 1.85551 1.93708 2.63781
H -0.90246 -1.48069 3.25996
H -2.48558 -1.01310 1.31469
H -0.40290 -5.02509 -0.80980
H -3.89336 1.76790 -3.44330
H 0.47300 -5.70765 0.57518
H 0.19455 -2.65001 -1.66258
H -1.15473 -6.30725 0.16595
H -3.17207 6.93055 -7.64621
H 11.73624 1.57238 -1.74904
H -0.62660 4.46441 -2.96710
H -2.90787 -3.59620 -4.46588
H -1.33116 5.41408 -8.31070
H 5.63598 -1.21746 3.65458
H -2.67748 -3.30502 -0.42752
H -0.61631 -5.28846 3.27830
H -2.22903 -5.78996 2.71479
H 0.36212 4.02887 2.27416
H -2.10452 1.84487 -0.52922
H -3.33954 -3.06954 1.20168
H -2.05619 0.56926 -5.43862
H 0.39744 3.88604 -0.58174
H 1.42745 -2.01996 3.25414
H 2.92903 1.28221 -3.77203
H 0.60686 2.26396 3.84605
H 3.50052 -2.16638 4.59267
H -1.35742 3.83835 2.63015
H 1.30414 0.64614 3.69685
H -3.60395 3.31168 -4.26869
H -3.81152 7.09998 -5.26007
H -3.45821 3.19775 -2.49774
H -0.84122 4.81504 1.25547
H 9.52274 0.67077 2.57025
H 9.31798 1.13032 -1.67426
H 0.33740 2.16300 -0.97612
H -1.82304 2.04351 4.30393
H -0.15497 4.07671 -6.61189
H -3.33280 0.52095 1.18803
H -3.32754 1.12426 4.26061
H -0.72629 -4.11739 -3.41021
H 5.22143 1.32332 -2.71167
H -3.39946 -4.67929 0.44750
H -2.86152 2.73572 0.80657
H -2.00392 -4.21006 3.50275
H -0.53071 1.35209 -5.86032
*
```